68
Properties=species:S:1:pos:R:3:forces:R:3 method="wB97M-V/def2-TZVPD" multiplicity=1 relative_energy_kcal_mol=20.4 orbital_gap_ev=6.32 total_energy_ha=-3134.08154 charge=-2 homo_energy_ev=-2.04
Pt 0.31128 -0.39617 0.19122 -0.3 0.4 -0.1
C -2.22733 1.53974 -6.08752 0.0 0.0 0.0
C -1.92424 1.36921 -4.62170 0.0 0.0 0.0
C -2.12570 2.39869 -3.70852 0.0 0.0 0.0
C -1.80629 2.23215 -2.37984 0.1 0.0 0.0
C -1.27649 1.02596 -1.87587 -0.2 -0.2 0.0
N -0.94123 0.94078 -0.54614 0.1 0.2 0.1
C -1.67795 1.56756 0.44398 0.0 0.0 0.0
C -3.07527 1.67795 0.31451 0.0 0.1 0.0
C -3.86664 2.24690 1.28861 0.0 0.0 0.0
C -3.30809 2.72247 2.46866 0.0 0.0 0.0
C -4.14919 3.33449 3.55889 0.0 0.0 0.0
C -1.93510 2.59732 2.61751 0.0 0.0 0.0
C -1.10178 2.03412 1.65330 0.0 -0.1 0.0
C 0.42297 1.99182 1.91733 0.0 0.1 -0.1
O 1.17885 1.10854 1.21232 0.0 -0.1 0.1
C 0.98268 3.40075 1.56004 0.0 0.0 0.0
F 0.91710 3.60511 0.24127 0.0 0.0 0.0
F 2.27732 3.53485 1.92171 0.0 0.0 0.0
F 0.32444 4.42753 2.14557 0.0 0.0 0.0
C 0.73055 1.70032 3.42858 0.0 0.0 0.0
F 2.00893 1.34294 3.60548 0.0 0.0 0.0
F 0.53054 2.75052 4.27187 0.0 0.0 0.0
F -0.02224 0.68819 3.88577 0.0 0.0 0.0
C -1.08332 -0.03533 -2.79309 0.0 0.0 0.1
C -1.40688 0.17996 -4.13326 0.1 0.0 0.0
C -0.60154 -1.44328 -2.34913 -0.1 0.0 -0.1
O -0.61121 -1.71094 -1.01506 0.2 -0.1 0.1
C -1.58472 -2.52126 -2.92792 -0.1 0.0 0.0
F -1.46585 -3.69370 -2.31792 0.0 0.0 0.0
F -2.86591 -2.12434 -2.77563 0.0 0.0 0.0
F -1.42162 -2.76615 -4.25609 0.0 0.0 0.0
C 0.81668 -1.72263 -2.95696 0.0 0.0 0.0
F 0.90976 -1.42591 -4.28131 0.0 0.0 0.0
F 1.75694 -0.97764 -2.35633 0.0 0.0 0.0
F 1.16336 -3.00083 -2.82766 0.0 0.0 0.0
H -3.02249 2.27227 -6.24343 0.0 0.0 0.0
H -2.54724 0.59699 -6.53533 0.0 0.0 0.0
H -1.35134 1.88394 -6.64612 0.0 0.0 0.0
H -2.52817 3.35048 -4.04397 0.0 0.0 0.0
H -1.94322 3.05303 -1.68775 0.0 0.0 0.0
H -3.52734 1.28485 -0.58647 0.0 0.0 0.0
H -4.94097 2.30089 1.13882 0.0 0.0 0.0
H -5.17736 3.47854 3.22216 0.0 0.0 0.0
H -3.75902 4.30783 3.86641 0.0 0.0 0.0
H -4.17850 2.70085 4.44957 0.0 0.0 0.0
H -1.49946 2.97295 3.53290 0.0 0.0 0.0
H -1.25855 -0.62573 -4.83802 0.0 0.0 0.0
F 3.25578 -5.85375 -0.86498 0.0 0.0 0.0
B 2.15439 -5.61663 -0.02317 0.0 0.0 0.0
F 1.10121 -6.49211 -0.34578 0.0 0.0 0.0
F 2.54397 -5.85392 1.32514 0.0 0.0 0.0
F 1.72631 -4.27812 -0.15536 0.1 -0.3 0.0
N 5.41303 -0.16098 1.80871 0.0 0.0 -0.1
C 5.14119 -1.39107 2.33071 0.0 0.0 0.0
O 5.99044 -2.02667 2.93301 0.0 0.0 0.0
C 3.74860 -1.89432 2.13920 0.0 0.0 0.0
C 3.31972 -3.00460 2.85816 0.0 0.0 0.0
C 2.01075 -3.41757 2.73413 0.0 0.0 0.1
C 1.16175 -2.71561 1.89638 0.0 0.0 -0.1
N 1.57223 -1.65499 1.20131 0.1 -0.1 -0.2
C 2.84477 -1.26889 1.30044 0.0 0.1 0.2
H 6.31483 0.22607 2.02168 0.0 0.0 0.0
H 4.67914 0.46040 1.51778 0.0 0.0 0.0
H 4.02604 -3.52278 3.49201 0.0 0.0 0.0
H 1.64741 -4.29639 3.24288 0.0 0.0 0.0
H 0.13321 -3.00685 1.74354 0.0 0.0 0.0
H 3.09607 -0.40780 0.69879 0.0 0.0 0.0